Record 1
79
Properties=species:S:1:pos:R:3:forces:R:3:mulliken_spin:R:1 method="wB97M-V/def2-TZVPD" homo_energy_ha="-0.621 / -0.621" total_charge=+3 homo_lumo_gap_ev="5.327 / 5.006" spin_multiplicity=3 relative_energy_kcal_mol=49.5
Pb 19.975 26.028 -11.932 1.8 0.5 1.4 -0.0019
Cu 24.195 31.171 -9.283 -0.4 -0.4 -0.7 0.0201
Cu 21.948 29.034 -11.160 1.1 0.1 0.3 0.1597
C 20.714 32.527 -11.575 -1.0 0.0 1.1 0.0456
C 22.077 31.981 -11.914 0.2 -0.3 -0.4 -0.0016
O 22.687 31.176 -10.931 -0.8 -0.1 -0.4 0.6586
H 20.772 33.158 -10.687 0.0 0.2 -0.1 0.0054
H 19.955 31.773 -11.346 0.4 -0.4 0.2 0.0015
H 20.196 33.083 -12.357 0.8 0.2 -0.3 -0.0027
H 22.750 32.708 -12.372 0.3 0.2 0.6 0.0180
H 21.918 31.343 -12.802 0.1 -0.7 -0.1 0.0982
O 23.864 28.911 -9.531 -0.4 -1.1 -0.8 0.8126
C 24.126 27.525 -9.470 -0.9 1.6 0.4 0.0046
C 23.383 26.545 -10.395 0.0 -1.3 -2.3 -0.0244
O 22.059 26.816 -10.908 -1.3 0.8 0.3 0.0112
H 23.819 27.327 -8.429 0.0 -0.1 0.5 0.1198
H 25.213 27.436 -9.393 0.1 -0.6 -0.3 0.0520
H 23.411 25.533 -9.984 -0.3 0.2 0.9 0.0022
H 23.923 26.303 -11.316 0.9 0.8 0.1 0.0223
O 23.453 28.743 -12.993 -0.1 0.6 0.3 -0.0094
S 23.853 28.182 -14.274 1.6 -1.5 -2.2 0.0006
O 23.447 28.747 -15.526 0.1 0.0 1.5 0.0003
O 25.479 27.989 -14.386 -2.8 1.6 0.2 0.0004
C 26.202 27.816 -13.162 0.5 -1.2 0.0 0.0015
C 27.642 28.164 -13.450 0.8 0.7 0.4 0.0003
C 23.366 26.449 -14.248 -0.2 0.6 0.1 0.0005
H 26.115 26.742 -12.961 0.1 0.0 0.4 0.0003
H 25.747 28.364 -12.337 0.1 0.2 -0.2 0.0005
H 27.846 28.328 -14.508 -0.3 -0.3 -0.1 -0.0001
H 28.334 27.410 -13.078 -0.1 -0.1 -0.1 0.0000
H 27.950 29.098 -12.976 -0.2 0.0 0.1 0.0000
H 24.240 25.846 -14.485 -0.1 -0.1 0.0 0.0002
H 22.606 26.334 -15.020 0.0 -0.1 0.0 -0.0001
H 22.979 26.266 -13.246 0.1 -0.3 0.0 0.0011
O 22.135 26.792 -4.492 2.4 0.8 -0.5 0.0001
S 23.520 27.278 -4.546 0.6 -1.6 1.1 0.0003
O 24.370 27.333 -3.366 -1.7 0.2 -1.6 0.0001
O 24.423 26.482 -5.681 -1.8 0.4 -0.2 0.0011
C 25.380 25.513 -5.195 1.2 -0.7 -0.4 0.0000
C 26.133 24.774 -6.350 -0.8 0.5 1.3 -0.0008
C 23.558 28.795 -5.428 0.6 0.9 -0.7 0.0003
H 24.889 24.752 -4.590 -0.2 0.2 0.1 0.0002
H 26.073 26.108 -4.602 0.2 -0.4 0.2 0.0000
H 25.437 24.245 -6.999 0.1 0.3 -0.3 0.0002
H 26.677 23.977 -5.841 0.2 0.1 0.0 0.0000
H 26.858 25.410 -6.853 -0.2 0.0 -0.2 0.0001
H 23.059 28.695 -6.393 -0.4 -0.2 0.2 -0.0003
H 24.602 28.984 -5.675 0.1 0.0 0.3 0.0001
H 23.183 29.663 -4.889 -0.3 -0.4 0.3 -0.0001
O 24.391 21.341 -5.203 -0.6 1.0 -0.1 0.0000
S 23.304 22.118 -5.712 -1.7 -0.5 -1.2 0.0000
O 22.679 23.254 -5.058 1.3 -0.6 -0.6 0.0000
O 23.788 22.536 -7.243 -0.7 0.5 1.2 -0.0001
C 22.906 23.378 -8.061 2.1 -0.3 1.0 -0.0012
C 22.884 22.646 -9.354 -1.6 0.0 -0.4 0.0006
C 21.889 21.057 -6.163 1.2 0.2 0.5 0.0000
H 23.465 24.314 -8.154 -0.2 0.3 0.1 0.0031
H 21.959 23.582 -7.562 -0.1 -0.2 -0.1 0.0000
H 22.377 21.699 -9.166 0.3 -0.2 -0.3 -0.0001
H 23.864 22.501 -9.800 0.0 0.0 0.1 0.0001
H 22.216 23.190 -10.034 0.2 0.0 -0.4 -0.0001
H 22.232 20.264 -6.824 0.0 0.0 0.1 0.0000
H 21.129 21.679 -6.629 0.0 0.0 0.2 0.0000
H 21.572 20.651 -5.203 -0.3 0.0 -0.1 0.0000
O 19.436 26.681 -9.763 -0.1 -0.4 -1.1 -0.0001
S 19.892 27.673 -8.787 -1.7 2.7 2.9 0.0038
O 20.715 28.800 -9.217 -0.2 -1.1 -0.6 -0.0052
O 18.516 28.362 -8.132 2.4 -1.7 -0.5 -0.0001
C 17.770 29.118 -9.089 -1.6 1.8 -1.0 -0.0008
C 16.894 30.227 -8.451 2.1 0.6 1.2 -0.0001
C 20.553 26.906 -7.270 -1.1 1.5 -1.8 -0.0013
H 17.080 28.484 -9.647 0.4 -0.4 -0.1 0.0000
H 18.477 29.638 -9.739 -0.1 -0.2 -0.3 0.0000
H 16.331 29.871 -7.591 -0.6 -0.1 -0.5 0.0000
H 16.432 30.940 -9.133 -0.9 -1.1 -0.5 0.0000
H 17.547 30.997 -8.020 0.5 -0.5 0.4 0.0000
H 20.598 27.837 -6.705 0.2 -0.4 0.7 0.0003
H 21.532 26.503 -7.515 -0.1 -0.4 0.2 0.0019
H 19.712 26.269 -7.006 0.5 -0.4 0.6 0.0003


Record 2
64
Properties=species:S:1:pos:R:3:forces:R:3:lowdin_charge:R:1 method="wB97M-V/def2-TZVPD" homo_energy_ha=-0.405 total_charge=+1 homo_lumo_gap_ev=7.268 spin_multiplicity=1
C 2.348 -3.795 -2.782 -1.2 0.9 -0.4 0.0074
C 2.199 -2.230 -3.121 4.7 2.3 0.0 -0.3834
O 3.245 -1.526 -3.185 -4.6 -2.9 0.1 0.0773
O 0.968 -1.561 -3.411 0.4 -1.9 1.6 -0.0734
C -0.030 -1.761 -2.385 -1.4 1.1 0.1 -0.2202
C -1.472 -1.428 -3.103 0.9 -0.4 0.4 -0.2474
P -2.483 -3.007 -3.401 -0.9 1.9 0.8 0.9942
N -4.018 -2.813 -2.589 2.0 -0.8 -1.0 -0.1540
H 2.815 -3.907 -1.739 -0.7 0.1 -1.7 0.1090
H 1.294 -4.269 -2.814 1.9 0.4 0.1 0.0695
H 3.024 -4.229 -3.609 -1.1 0.7 1.5 0.1142
H 0.075 -0.968 -1.551 0.1 -1.3 -1.3 0.1342
H -0.024 -2.794 -1.899 0.2 1.3 -0.8 0.1069
H -1.248 -0.944 -4.114 -0.4 -0.7 1.4 0.1152
H -2.067 -0.697 -2.460 0.5 -1.1 -0.9 0.1025
H -1.737 -4.159 -2.948 -0.5 0.7 -0.5 0.0372
H -2.706 -3.075 -4.829 0.0 -0.4 1.2 0.0520
H -4.594 -3.667 -2.617 0.2 0.6 0.1 0.0691
H -3.920 -2.437 -1.634 -0.1 -0.3 -0.6 0.0729
C 5.341 -7.148 1.733 0.1 0.1 0.0 -0.0784
C 4.483 -7.445 0.514 0.1 0.0 0.1 -0.2808
O 4.489 -6.401 -0.453 -0.2 0.2 -0.1 -0.1820
C 5.754 -6.069 -1.016 0.1 -0.1 0.0 -0.2803
C 6.418 -7.228 -1.738 0.0 -0.1 0.0 -0.0783
H 5.014 -6.222 2.215 0.0 -0.1 0.0 0.0823
H 5.270 -7.965 2.455 0.0 0.1 -0.1 0.0806
H 6.393 -7.026 1.471 0.0 -0.1 0.0 0.0670
H 3.445 -7.564 0.836 0.0 0.1 -0.2 0.1155
H 4.772 -8.392 0.050 0.1 0.0 0.0 0.1063
H 6.412 -5.654 -0.245 0.0 -0.1 0.0 0.1080
H 5.572 -5.264 -1.733 -0.2 0.0 0.1 0.1110
H 6.629 -8.062 -1.066 0.1 0.1 0.0 0.0676
H 7.364 -6.907 -2.181 -0.1 0.0 0.0 0.0812
H 5.769 -7.605 -2.533 0.1 0.1 0.0 0.0819
C -0.367 2.379 -1.503 0.0 0.1 0.1 -0.0714
C -1.616 2.908 -2.187 0.0 0.0 0.1 -0.2800
O -2.814 2.623 -1.478 -0.1 -0.3 -0.2 -0.1761
C -2.911 3.156 -0.161 0.0 0.2 0.1 -0.2765
C -2.819 4.670 -0.110 0.0 0.1 -0.1 -0.0672
H -0.442 1.296 -1.361 0.0 0.1 0.0 0.0509
H 0.518 2.594 -2.108 -0.1 -0.1 0.0 0.0863
H -0.217 2.831 -0.522 0.0 0.0 -0.1 0.0723
H -1.711 2.429 -3.165 -0.2 0.0 0.1 0.1118
H -1.535 3.982 -2.378 0.1 0.0 0.0 0.1107
H -2.159 2.693 0.489 0.1 0.1 0.0 0.1043
H -3.885 2.848 0.227 0.1 -0.1 -0.2 0.1185
H -1.859 5.035 -0.482 0.0 0.0 0.1 0.0688
H -2.938 5.025 0.917 0.0 0.0 -0.1 0.0743
H -3.601 5.121 -0.728 0.0 -0.1 0.1 0.0871
C -4.251 8.428 4.846 0.1 0.1 0.0 -0.0791
C -4.319 7.040 4.232 0.0 0.1 0.1 -0.2798
O -3.166 6.698 3.473 0.0 -0.1 -0.2 -0.1758
C -1.929 6.686 4.174 0.0 0.0 0.1 -0.2800
C -1.897 5.703 5.331 -0.1 -0.1 0.1 -0.0819
H -4.107 9.184 4.067 -0.1 -0.1 0.1 0.0838
H -5.175 8.651 5.386 0.1 0.0 -0.1 0.0795
H -3.424 8.523 5.550 -0.1 0.0 0.1 0.0656
H -5.166 7.001 3.544 0.2 -0.1 -0.1 0.1177
H -4.507 6.280 4.997 0.0 0.0 0.1 0.1048
H -1.675 7.697 4.509 0.0 0.0 0.1 0.1070
H -1.163 6.400 3.447 -0.2 0.1 -0.1 0.1156
H -2.639 5.944 6.094 0.1 0.0 0.0 0.0663
H -0.913 5.708 5.807 -0.1 0.0 -0.1 0.0786
H -2.108 4.690 4.978 0.1 0.1 0.0 0.0794


Record 3
61
Properties=species:S:1:pos:R:3:forces:R:3:lowdin_charge:R:1 method="wB97M-V/def2-TZVPD" homo_energy_ha=-0.118 total_charge=-1 homo_lumo_gap_ev=6.265 spin_multiplicity=1
N 1.766 3.079 2.503 0.1 0.1 0.0 -0.0876
C 1.535 2.913 1.062 0.0 0.0 -0.1 -0.4889
As 0.635 1.130 0.560 0.0 0.0 -0.1 0.5820
C -0.792 1.371 2.025 -0.1 -0.1 0.0 -0.4240
C -1.791 2.504 1.830 -0.1 0.2 0.0 -0.3725
C -2.879 2.198 0.796 0.0 -0.2 0.0 -0.6176
Br -2.978 3.442 -0.711 0.0 0.2 -0.1 0.5228
H 1.676 4.048 2.784 0.0 0.0 0.0 0.0385
H 2.699 2.784 2.759 -0.1 -0.1 0.0 0.0390
H 0.922 3.738 0.687 -0.1 -0.1 0.0 0.0377
H 2.465 2.896 0.478 0.0 0.1 0.0 0.0259
H -0.311 1.871 -0.510 0.0 0.0 0.0 -0.0631
H 1.748 0.915 -0.610 -0.1 0.0 0.1 -0.0872
H 1.604 0.418 1.641 0.0 0.0 0.0 -0.0595
H 0.002 -0.309 0.148 0.0 0.1 0.0 -0.0842
H -1.324 0.412 2.085 0.0 0.0 0.0 0.0260
H -0.242 1.517 2.955 0.0 0.0 0.0 0.0313
H -1.280 3.431 1.555 0.1 -0.1 0.0 0.0672
H -2.300 2.718 2.779 0.0 0.1 0.0 0.0900
H -2.726 1.223 0.339 0.0 0.0 0.0 0.0439
H -3.884 2.255 1.205 0.0 -0.1 0.1 0.0329
C 2.432 1.814 -6.445 0.0 0.0 0.0 -0.1227
C 1.850 2.270 -5.110 0.0 0.0 0.0 -0.2728
C 2.313 1.431 -3.921 0.0 0.0 0.0 -0.2347
C 1.948 -0.052 -4.001 0.0 0.0 0.0 -0.2345
C 0.455 -0.326 -4.191 0.0 0.0 0.0 -0.2725
C -0.394 0.287 -3.083 0.0 -0.1 0.0 -0.1295
H 2.122 0.796 -6.687 0.0 0.0 0.0 0.0602
H 2.112 2.460 -7.265 0.0 0.0 0.0 0.0618
H 3.525 1.825 -6.416 0.0 0.0 0.0 0.0697
H 0.758 2.254 -5.166 0.0 0.0 0.0 0.0964
H 2.126 3.313 -4.932 0.0 0.0 0.0 0.1016
H 1.900 1.845 -2.999 0.0 0.0 0.0 0.0867
H 3.402 1.518 -3.826 0.0 0.0 0.0 0.1070
H 2.269 -0.520 -3.066 0.0 0.0 0.0 0.1034
H 2.513 -0.537 -4.806 0.0 0.0 0.0 0.0946
H 0.306 -1.410 -4.216 0.0 0.0 0.0 0.0979
H 0.126 0.045 -5.168 0.0 0.0 0.0 0.0910
H -0.053 -0.061 -2.104 -0.1 0.0 0.0 0.0179
H -1.450 0.030 -3.191 0.0 0.0 0.0 0.0685
H -0.322 1.374 -3.071 0.0 0.0 0.0 0.0562
C 0.773 -1.819 3.522 0.0 0.0 0.0 -0.1185
C 0.382 -3.284 3.666 -0.1 0.0 0.0 -0.2729
C -0.383 -3.810 2.449 0.0 0.0 0.0 -0.2298
C -1.639 -3.011 2.094 0.0 0.0 0.0 -0.2280
C -2.645 -2.862 3.233 0.0 0.0 0.0 -0.2719
C -3.181 -4.191 3.757 0.0 0.0 0.0 -0.1207
H -0.103 -1.173 3.452 0.0 0.0 0.0 0.0480
H 1.371 -1.466 4.363 0.0 0.0 0.0 0.0696
H 1.346 -1.648 2.609 0.0 0.0 0.0 0.0516
H -0.221 -3.421 4.572 0.0 0.0 0.0 0.0926
H 1.275 -3.901 3.806 0.0 0.0 0.0 0.0973
H -0.636 -4.864 2.606 0.0 0.0 0.0 0.0951
H 0.283 -3.780 1.581 0.0 0.0 0.0 0.1092
H -2.132 -3.496 1.244 0.0 0.0 0.0 0.1085
H -1.345 -2.020 1.742 0.0 0.0 0.0 0.0771
H -3.479 -2.247 2.884 0.0 0.0 0.0 0.1031
H -2.187 -2.305 4.056 0.0 0.0 0.0 0.0973
H -3.650 -4.764 2.953 0.0 0.0 0.0 0.0706
H -3.925 -4.043 4.541 0.0 0.0 0.0 0.0630
H -2.381 -4.807 4.174 0.0 0.0 0.0 0.0602


Number 1: E_tot -6828.05099 Eh. Number 2: E_tot -1406.15620 Eh. Number 3: E_tot -5499.21482 Eh.